Density functional theory data (ωB97M-V/def2-TZVPD) for a structure of composition C34H29AsLiN2O3Te.

Geometry as XYZ:
```
71
Properties=species:S:1:pos:R:3:forces:R:3:lowdin_charge:R:1
Li -2.692 1.006 0.915 0.00 -0.04 -0.04 0.507
N -4.255 -0.333 0.094 0.00 0.04 0.00 -0.052
C -5.452 0.410 0.568 -0.01 0.00 0.01 -0.199
C -5.190 1.928 0.464 0.01 0.00 -0.02 -0.625
O -5.975 2.617 -0.217 -0.02 0.00 0.02 -0.059
N -4.089 2.263 1.102 0.01 -0.01 -0.01 -0.077
C -3.538 3.582 0.889 -0.01 0.00 0.00 -0.174
C -2.000 3.540 0.822 0.00 0.01 0.05 -0.662
O -1.362 4.582 0.948 0.02 -0.01 0.00 -0.006
O -1.474 2.371 0.624 -0.03 0.03 -0.01 -0.375
H -4.181 -0.197 -0.910 0.00 -0.01 0.00 0.073
H -4.373 -1.331 0.239 0.01 0.00 0.00 0.056
H -5.612 0.141 1.614 -0.01 0.00 0.00 0.101
H -6.350 0.167 -0.005 0.01 0.01 -0.01 0.098
H -3.803 4.288 1.683 0.00 0.00 0.00 0.112
H -3.897 4.027 -0.048 0.00 0.00 0.00 0.116
C -3.316 -5.326 1.557 0.00 0.00 0.00 -0.102
C -3.246 -4.341 2.532 0.00 -0.01 0.00 -0.096
C -2.542 -3.171 2.284 -0.03 0.02 -0.02 -0.131
C -1.887 -2.977 1.070 -0.01 0.01 0.02 -0.381
C -1.966 -3.968 0.097 0.03 -0.02 0.01 -0.096
C -2.679 -5.135 0.340 0.00 0.00 0.00 -0.092
As -0.957 -1.259 0.832 0.04 0.02 0.00 1.305
C 0.796 -1.789 1.490 0.00 -0.02 -0.01 -0.352
C 1.220 -1.812 2.809 -0.01 -0.02 -0.01 -0.094
C 2.530 -2.169 3.099 0.00 0.00 0.00 -0.088
C 3.409 -2.489 2.071 0.02 0.02 0.00 -0.082
C 2.991 -2.452 0.750 0.00 0.03 0.00 -0.028
C 1.679 -2.101 0.452 -0.01 0.03 -0.01 -0.207
C 1.109 -1.965 -0.903 0.01 0.00 0.01 -0.208
C 1.794 -2.171 -2.096 0.00 -0.01 0.00 -0.036
C 1.150 -1.960 -3.306 -0.01 0.00 0.00 -0.083
C -0.173 -1.533 -3.337 0.01 0.00 0.00 -0.086
C -0.860 -1.320 -2.150 -0.02 -0.01 0.00 -0.093
C -0.225 -1.546 -0.940 -0.02 0.04 0.00 -0.361
H -3.872 -6.237 1.743 0.00 0.00 0.00 0.096
H -3.747 -4.478 3.481 0.00 0.00 0.00 0.099
H -2.514 -2.395 3.042 0.00 0.00 0.00 0.096
H -1.466 -3.834 -0.855 0.00 0.00 0.00 0.095
H -2.734 -5.898 -0.427 0.00 0.00 0.00 0.099
H 0.541 -1.541 3.609 0.00 0.00 0.00 0.103
H 2.871 -2.183 4.127 0.00 0.00 0.00 0.098
H 4.436 -2.745 2.300 0.00 0.00 0.00 0.101
H 3.696 -2.670 -0.041 0.01 0.01 -0.01 0.106
H 2.832 -2.479 -2.083 0.00 0.00 0.00 0.106
H 1.687 -2.115 -4.234 0.00 0.00 0.00 0.099
H -0.663 -1.354 -4.286 0.00 0.00 0.00 0.100
H -1.884 -0.964 -2.174 0.00 0.00 0.00 0.102
Te 1.072 1.747 0.616 0.04 0.04 0.13 1.458
C 3.123 1.199 0.257 0.00 0.01 -0.05 -0.499
C 4.077 1.296 1.266 0.00 -0.07 0.03 -0.152
C 5.384 0.866 1.063 0.00 0.00 0.02 -0.109
C 5.762 0.345 -0.165 0.00 -0.01 -0.02 -0.115
C 4.825 0.254 -1.188 0.01 -0.01 0.02 -0.107
C 3.518 0.670 -0.972 0.01 0.04 0.01 -0.150
C 1.183 3.324 -0.776 -0.05 -0.09 -0.11 -0.498
C 0.901 3.089 -2.116 0.00 -0.01 -0.01 -0.136
C 0.987 4.120 -3.042 0.00 0.00 0.00 -0.100
C 1.348 5.394 -2.629 0.00 0.01 0.00 -0.105
C 1.613 5.634 -1.288 0.00 0.01 -0.01 -0.091
C 1.526 4.605 -0.363 0.00 0.00 0.02 -0.135
H 3.793 1.710 2.227 0.00 0.00 0.00 0.084
H 6.110 0.947 1.864 0.00 0.00 0.00 0.093
H 6.782 0.016 -0.329 0.00 0.00 0.00 0.091
H 5.112 -0.147 -2.154 0.00 0.00 0.00 0.095
H 2.792 0.582 -1.773 -0.01 0.01 0.00 0.087
H 0.599 2.098 -2.435 0.00 -0.01 0.00 0.087
H 0.759 3.930 -4.084 0.00 0.00 0.00 0.094
H 1.405 6.202 -3.348 0.00 0.00 0.00 0.092
H 1.868 6.633 -0.956 0.00 0.00 0.00 0.097
H 1.694 4.802 0.687 -0.01 0.00 0.00 0.096
```
Forces are in eV/Å.

Output
Charge ... -1
Energy relative to the best compared isomer or geometry (same formula, charge and spin) ... 0.0 kJ/mol